1.
Entry from OMol25: a 18-piece molecular cluster, C84H216N12O36 overall in a non-equilibrium geometry (ωB97M-V/def2-TZVPD).

Its calculated total energy is -182176.848 eV. As for the energy relative to the best compared isomer or geometry (same formula, charge and spin): 547.27 kJ/mol. The value obtained for the HOMO-LUMO gap is 8.41 eV.

Atoms and positions in Å:
C: -0.01770 -2.29294 -7.07397
C: 1.04342 -1.97780 -5.95732
O: 0.51932 -1.61049 -4.68110
O: 0.48963 -2.74533 -8.29738
H: -0.72741 -1.46569 -7.06822
H: -0.53355 -3.13133 -6.60587
H: 1.74870 -1.19928 -6.24816
H: 1.65342 -2.88035 -5.91984
H: 1.15264 -0.98241 -4.32610
H: 0.97191 -1.96957 -8.59271
C: 0.47057 6.43363 0.51986
C: 0.23899 4.92005 0.18988
O: 1.41245 4.15601 0.37921
O: 1.34223 6.89835 -0.52667
H: 0.93943 6.71830 1.46180
H: -0.48315 6.95441 0.43440
H: -0.00313 4.74438 -0.85827
H: -0.54190 4.53987 0.84850
H: 1.14074 3.23888 0.29772
H: 2.08848 6.29617 -0.48108
C: -5.00080 1.73600 -4.34949
C: -6.12286 1.27892 -3.42423
O: -7.25756 0.77981 -4.11682
O: -5.47012 2.50308 -5.40955
H: -4.44849 0.86389 -4.69946
H: -4.19484 2.25246 -3.82815
H: -6.45947 2.05431 -2.73607
H: -5.76551 0.45576 -2.80552
H: -7.75515 1.48881 -4.53074
H: -6.12316 1.97256 -5.87181
C: -5.50605 0.17863 1.96767
C: -4.94255 1.54877 1.84294
O: -4.16377 1.92634 2.96920
O: -4.40934 -0.68469 2.25517
H: -5.84505 -0.18364 0.99714
H: -6.41964 -0.01934 2.52828
H: -5.64841 2.30361 1.49642
H: -4.18704 1.62843 1.06132
H: -4.74032 2.05327 3.72621
H: -4.25941 -0.57002 3.19644
C: 1.89576 -7.22324 1.20415
C: 3.20976 -6.71230 0.66821
O: 4.30161 -7.24470 1.38136
O: 1.85745 -8.54841 0.94574
H: 1.03190 -6.73505 0.75301
H: 1.87454 -7.17442 2.29285
H: 3.16377 -5.62940 0.78371
H: 3.40250 -6.85153 -0.39554
H: 4.47392 -8.16746 1.18028
H: 2.52039 -8.85141 1.57049
C: -3.70358 4.76377 1.12940
C: -3.62883 4.61999 -0.41135
O: -4.35053 3.42773 -0.86091
O: -2.80766 3.88349 1.77612
H: -4.69585 4.53265 1.51681
H: -3.38894 5.79091 1.31406
H: -2.59751 4.65770 -0.76216
H: -4.09841 5.52288 -0.80172
H: -5.30448 3.48895 -0.77253
H: -3.30860 3.12556 2.08625
C: -7.18712 -6.63778 -9.65768
O: -7.40835 -5.89988 -8.38157
C: -8.04060 -4.67296 -8.70673
C: -8.17209 -3.71947 -7.46144
N: -6.92230 -3.50359 -6.71234
C: -7.00826 -2.59280 -5.61383
C: -5.61852 -2.12377 -5.03439
O: -5.09819 -3.25909 -4.36791
C: -3.78815 -3.13401 -3.83675
H: -6.77010 -6.03688 -10.46584
H: -8.13560 -7.04734 -10.00516
H: -6.47538 -7.44932 -9.50618
H: -8.93353 -4.65922 -9.33169
H: -7.27592 -4.20684 -9.32811
H: -8.95796 -4.16825 -6.85389
H: -8.58389 -2.80235 -7.88263
H: -6.49454 -4.34358 -6.34966
H: -7.60263 -3.06519 -4.83175
H: -7.53347 -1.69956 -5.95204
H: -5.71924 -1.18649 -4.48717
H: -4.88567 -1.96960 -5.82640
H: -3.73705 -2.29925 -3.13771
H: -2.98412 -3.11296 -4.57241
H: -3.55664 -4.02819 -3.25801
C: 2.33421 1.05983 -3.27685
O: 2.59061 -0.21560 -3.86370
C: 3.67462 -0.89296 -3.23341
C: 3.87644 -2.19285 -3.96106
N: 2.81766 -3.16873 -3.55653
C: 3.06536 -4.54639 -4.11104
C: 1.89351 -5.45554 -3.69450
O: 0.80409 -5.02944 -4.44242
C: -0.38368 -4.54930 -3.79543
H: 1.61550 1.53426 -3.94504
H: 3.19645 1.72028 -3.36867
H: 1.98604 0.96847 -2.24801
H: 3.63454 -1.02273 -2.15190
H: 4.53197 -0.23286 -3.36506
H: 4.86096 -2.51430 -3.62118
H: 3.96122 -2.16687 -5.04745
H: 1.85081 -2.90337 -3.67851
H: 3.98348 -5.05650 -3.81959
H: 3.14961 -4.46265 -5.19455
H: 1.64123 -5.42411 -2.63457
H: 2.04512 -6.49247 -3.99433
H: -0.90395 -5.41060 -3.37639
H: -0.98737 -4.00636 -4.52267
H: -0.10137 -3.88106 -2.98189
C: 0.72148 -0.06089 6.97089
O: 1.97505 -0.54400 6.47122
C: 2.37637 -1.82427 6.87672
C: 3.85795 -2.02501 6.45494
N: 4.68788 -1.03436 7.06498
C: 5.98558 -0.88318 6.47214
C: 6.76770 0.23836 7.10628
O: 6.20765 1.47872 6.73684
C: 6.68535 2.64211 7.38297
H: 0.81707 -0.08409 8.05644
H: -0.19083 -0.59324 6.70184
H: 0.53387 0.96854 6.66563
H: 1.68185 -2.62740 6.63032
H: 2.44429 -1.70906 7.95849
H: 3.82361 -1.97753 5.36652
H: 4.19840 -3.04399 6.63905
H: 4.13399 -0.21966 6.84232
H: 5.94113 -0.70577 5.39760
H: 6.60089 -1.77848 6.56131
H: 7.76863 0.23424 6.67476
H: 6.68641 0.10667 8.18524
H: 7.77203 2.65522 7.46700
H: 6.15556 2.70602 8.33341
H: 6.25741 3.52736 6.91256
C: 4.20623 7.12438 0.46126
O: 3.69778 5.92996 -0.12568
C: 4.56586 5.28602 -1.05914
C: 4.16279 3.84707 -1.27122
N: 4.51136 3.08076 -0.07288
C: 4.21285 1.63930 -0.20304
C: 4.75627 0.83524 1.06606
O: 4.05609 1.23869 2.26438
C: 4.37442 0.35543 3.30969
H: 4.39335 7.76373 -0.40148
H: 5.09674 6.99334 1.07600
H: 3.36857 7.42611 1.09006
H: 5.60990 5.38650 -0.76250
H: 4.39849 5.91188 -1.93572
H: 4.88556 3.48042 -2.00010
H: 3.12121 3.72113 -1.56677
H: 4.05916 3.47640 0.73898
H: 4.63063 1.25313 -1.13279
H: 3.16775 1.35797 -0.33240
H: 5.80740 1.12373 1.06734
H: 4.62687 -0.22640 0.85567
H: 4.06815 0.67833 4.30469
H: 5.45460 0.35031 3.45560
H: 3.98177 -0.65622 3.20725
C: -4.68595 6.07560 -3.73540
O: -3.73052 6.61770 -4.60148
C: -3.25264 5.86501 -5.72451
C: -2.17090 4.86954 -5.28857
N: -1.02377 5.55397 -4.68203
C: 0.09735 4.67402 -4.27928
C: 1.22511 5.58821 -3.69725
O: 1.94634 6.42046 -4.68662
C: 2.54675 7.62937 -4.23734
H: -4.70632 6.82500 -2.94415
H: -4.28303 5.13978 -3.34812
H: -5.66692 5.88798 -4.17198
H: -2.78977 6.52201 -6.46085
H: -4.07675 5.30643 -6.16829
H: -1.89738 4.35477 -6.20959
H: -2.60683 4.13704 -4.60921
H: -1.39591 6.12540 -3.93698
H: 0.51306 4.09541 -5.10419
H: -0.26685 4.09379 -3.43146
H: 2.00075 5.13420 -3.08051
H: 0.76743 6.27233 -2.98268
H: 3.33756 7.53280 -3.49344
H: 1.74392 8.24351 -3.82941
H: 2.94190 8.12114 -5.12621
C: -1.44559 1.10243 -5.96188
O: -1.61649 1.57724 -7.28081
C: -0.60455 1.05691 -8.20519
C: -0.40958 1.99932 -9.39755
N: 0.80428 1.59226 -10.13626
C: 0.98177 2.27178 -11.43898
C: 2.26875 1.86800 -12.14985
O: 3.40207 2.30540 -11.57267
C: 4.67271 2.28630 -12.27523
H: -1.64431 0.03824 -5.83489
H: -2.12432 1.62555 -5.28826
H: -0.50693 1.38580 -5.48571
H: -1.00263 0.12552 -8.60786
H: 0.31470 0.79195 -7.68282
H: -0.24788 3.01626 -9.04007
H: -1.19971 1.92192 -10.14442
H: 1.59292 1.94659 -9.61416
H: 1.09883 3.34608 -11.29663
H: 0.12645 2.11612 -12.09647
H: 2.15645 2.30605 -13.14161
H: 2.23424 0.79070 -12.31211
H: 4.60759 2.94834 -13.13868
H: 4.84022 1.32449 -12.75994
H: 5.58716 2.54658 -11.74220
C: -1.28138 -0.54786 -2.04531
O: -1.11491 0.83615 -1.96106
C: -1.81939 1.42325 -0.88730
C: -1.16187 1.05582 0.49318
N: 0.21756 1.50708 0.56233
C: 0.93355 0.99765 1.74708
C: 1.09208 -0.58086 1.67342
O: 1.74286 -0.99120 0.45629
C: 1.86852 -2.42115 0.39406
H: -0.28642 -0.98472 -2.13081
H: -1.70840 -0.72643 -3.03215
H: -1.86648 -1.00116 -1.24513
H: -2.84390 1.05280 -0.85210
H: -1.80260 2.51303 -0.90192
H: -1.24801 -0.02062 0.64136
H: -1.84870 1.61706 1.12672
H: 0.64287 1.15807 -0.28467
H: 0.47761 1.31297 2.68558
H: 1.93967 1.41556 1.78131
H: 0.12270 -1.07294 1.75247
H: 1.69835 -0.92775 2.51020
H: 2.40182 -2.70282 -0.51388
H: 0.89200 -2.84066 0.15217
H: 2.25890 -2.88741 1.29866
C: 2.63510 5.22317 3.61081
O: 3.54837 4.85522 4.61769
C: 4.18650 3.56952 4.44519
C: 5.31924 3.67210 3.46191
N: 6.38301 4.59919 3.79828
C: 7.14746 4.81438 2.54354
C: 8.62284 5.36635 2.73123
O: 9.52771 4.29708 3.08252
C: 10.87687 4.78073 3.01226
H: 2.99527 5.28743 2.58405
H: 2.16707 6.20299 3.70555
H: 1.71801 4.63700 3.66955
H: 3.43157 2.80889 4.24615
H: 4.59897 3.31727 5.42209
H: 4.83555 3.97617 2.53364
H: 5.71976 2.67635 3.27178
H: 6.98691 4.09004 4.42772
H: 6.55951 5.45639 1.88761
H: 7.17281 3.86618 2.00652
H: 8.63537 6.13348 3.50547
H: 8.93297 5.73567 1.75372
H: 11.13780 5.57682 3.70959
H: 11.19313 5.06945 2.00991
H: 11.54237 3.93702 3.19492
C: -7.93900 5.40738 7.92047
O: -7.10970 4.18454 8.03145
C: -5.96547 4.45010 8.85967
C: -4.96834 3.37992 8.51150
N: -4.32159 3.67253 7.22868
C: -3.10419 2.87066 7.02628
C: -2.40705 3.33790 5.79188
O: -1.27872 2.49087 5.51490
C: -0.60873 2.89018 4.39839
H: -8.54812 5.53624 8.81516
H: -8.72001 5.34605 7.16260
H: -7.41599 6.32590 7.65423
H: -6.25013 4.29367 9.90015
H: -5.51251 5.43525 8.74831
H: -5.41883 2.39229 8.41281
H: -4.28021 3.36430 9.35668
H: -4.19809 4.64759 6.99609
H: -3.41855 1.83971 6.86373
H: -2.44135 3.03759 7.87533
H: -2.10327 4.37351 5.94466
H: -3.09918 3.41118 4.95303
H: -1.15240 2.76673 3.46175
H: 0.35826 2.38803 4.36865
H: -0.22747 3.90708 4.49130
C: -1.98814 -4.28270 -0.31536
O: -1.85884 -5.65526 0.08615
C: -2.38332 -6.62832 -0.79959
C: -2.26747 -8.04652 -0.32911
N: -2.88442 -8.37598 0.92292
C: -4.27864 -8.63605 0.83481
C: -4.89185 -8.99846 2.19568
O: -4.69601 -7.97544 3.16218
C: -5.34482 -8.18493 4.40830
H: -3.04783 -4.03969 -0.39341
H: -1.51225 -4.02736 -1.26217
H: -1.51074 -3.62025 0.40670
H: -2.00281 -6.37751 -1.78975
H: -3.43686 -6.35859 -0.87310
H: -1.19315 -8.09112 -0.15035
H: -2.48587 -8.71494 -1.16195
H: -2.89586 -7.60586 1.57628
H: -4.56285 -9.31952 0.03468
H: -4.77833 -7.72758 0.49853
H: -4.34607 -9.88310 2.52374
H: -5.96191 -9.16724 2.07495
H: -6.42932 -8.15985 4.30181
H: -5.10614 -7.35259 5.07038
H: -5.04839 -9.12349 4.87664
C: 2.93402 -5.66223 6.75596
O: 3.44485 -5.05773 5.59300
C: 4.72090 -5.41014 5.29559
C: 5.25163 -5.09000 3.87634
N: 5.66524 -3.67825 3.92074
C: 6.32584 -3.32710 2.71126
C: 5.49791 -3.50307 1.47116
O: 6.08760 -3.01897 0.28761
C: 5.61736 -3.54194 -0.90553
H: 3.33143 -5.24929 7.68314
H: 3.01796 -6.74643 6.83050
H: 1.87014 -5.42651 6.78233
H: 4.76631 -6.49238 5.41713
H: 5.45736 -5.18887 6.06809
H: 4.52733 -5.37921 3.11487
H: 6.04794 -5.82196 3.74129
H: 6.23054 -3.59025 4.75308
H: 7.28923 -3.81717 2.57049
H: 6.54892 -2.26184 2.65178
H: 4.51734 -3.03358 1.54961
H: 5.36145 -4.57592 1.33522
H: 6.16419 -3.04837 -1.70893
H: 4.55824 -3.32130 -1.03852
H: 5.78659 -4.61872 -0.90914
C: -0.51570 -3.29987 3.60213
O: -1.31693 -2.52647 4.47830
C: -1.55495 -1.14539 4.15534
C: -2.59440 -0.48024 5.05619
N: -3.90475 -1.16090 4.98266
C: -4.83048 -0.54683 5.88206
C: -6.06126 -1.37229 5.93445
O: -5.99759 -2.39133 6.84603
C: -7.21550 -3.09385 7.08158
H: -0.39785 -4.29278 4.03609
H: 0.50932 -2.93170 3.64563
H: -0.75853 -3.33320 2.54005
H: -1.79531 -1.05568 3.09596
H: -0.56547 -0.72490 4.33486
H: -2.74524 0.55875 4.76322
H: -2.24418 -0.41117 6.08608
H: -3.77448 -2.13391 5.22014
H: -5.03575 0.51370 5.73630
H: -4.37405 -0.64213 6.86729
H: -6.33302 -1.73265 4.94228
H: -6.88280 -0.71683 6.22351
H: -7.66072 -3.30243 6.10876
H: -7.92012 -2.52092 7.68436
H: -7.02506 -4.05151 7.56606

2.
Entry from OMol25: C7H13NO4 in the gas phase in a non-equilibrium geometry (ωB97M-V/def2-TZVPD).

Its calculated total energy is -17144.690 eV. As for the energy relative to the best compared isomer or geometry (same formula, charge and spin): 479.50 kJ/mol. The value obtained for the HOMO-LUMO gap (spin up / spin down) is 7.76 / 7.53 eV.

Atoms and positions in Å:
C: 1.34489 -0.57450 -1.53515
C: -0.77457 0.89314 -1.55718
C: 1.66531 -0.36771 -0.13289
C: -1.37188 0.61888 -0.12903
C: 0.40525 -0.73483 0.86679
C: -2.33753 1.70070 0.30716
C: 0.99443 -0.89286 2.27432
N: 1.87313 -1.16940 -2.45490
O: -0.40055 0.42975 0.86871
O: -1.51212 0.50720 -2.62411
O: 1.99393 0.95553 0.21397
O: -0.30785 -1.80488 0.42579
H: -0.20297 1.76606 -1.55906
H: 2.46271 -1.06545 0.25214
H: -1.99129 -0.34753 -0.18321
H: -2.64062 2.44631 -0.52809
H: -1.84724 2.30043 1.10921
H: -3.22296 1.34363 0.77250
H: 2.02550 -0.42632 2.27473
H: 1.19061 -1.94269 2.45112
H: 0.32250 -0.46656 3.02885
H: 2.80945 -1.67167 -2.60947
H: -1.89107 -0.32582 -2.52612
H: 1.10235 1.33504 0.38725
H: 0.31057 -2.50647 0.60666